C31H60F3O29Rb | the ωB97M-V functional and the def2-TZVPD basis

```
124
Properties=species:S:1:pos:R:3
Rb -17.687 -19.679 -29.025
C -22.350 -19.542 -26.982
O -21.877 -20.401 -28.047
O -21.531 -18.325 -27.066
C -23.992 -19.411 -26.922
F -24.723 -20.537 -26.854
F -24.446 -18.704 -25.942
F -24.473 -18.841 -28.046
C -22.302 -21.728 -28.090
C -21.528 -22.450 -29.119
H -21.790 -22.007 -30.080
H -20.442 -22.472 -29.022
H -21.920 -23.465 -29.179
H -23.332 -21.823 -28.432
H -22.283 -22.177 -27.097
H -22.248 -20.078 -26.038
C -12.679 -21.862 -30.232
O -12.904 -23.263 -30.308
C -14.167 -23.706 -30.460
O -15.192 -23.070 -30.608
O -14.010 -25.010 -30.596
C -15.159 -25.839 -30.766
H -11.672 -21.611 -30.568
H -12.889 -21.543 -29.211
H -13.430 -21.273 -30.757
H -14.819 -26.825 -31.083
H -15.811 -25.677 -31.624
H -15.771 -26.003 -29.879
C -22.141 -32.192 -24.759
O -21.182 -31.986 -25.837
C -20.970 -30.788 -26.579
O -20.301 -30.709 -27.612
O -21.665 -29.747 -26.065
C -21.695 -28.490 -26.797
H -22.454 -33.206 -25.009
H -23.024 -31.557 -24.702
H -21.644 -32.239 -23.790
H -22.103 -28.548 -27.806
H -20.652 -28.177 -26.828
H -22.343 -27.825 -26.226
C -25.288 -19.450 -31.892
O -25.779 -20.867 -31.962
C -26.978 -21.280 -31.527
O -27.853 -20.762 -30.827
O -27.088 -22.465 -32.203
C -28.216 -23.297 -31.977
H -26.012 -18.687 -31.605
H -24.795 -19.149 -32.816
H -24.529 -19.463 -31.109
H -28.989 -22.951 -32.662
H -28.618 -23.290 -30.964
H -27.918 -24.321 -32.202
C -29.585 -10.793 -29.610
O -28.947 -11.992 -29.697
C -29.622 -13.087 -29.736
O -30.868 -13.208 -29.616
O -28.758 -14.092 -29.886
C -29.219 -15.477 -29.726
H -30.212 -10.634 -28.732
H -30.069 -10.521 -30.548
H -28.749 -10.104 -29.494
H -28.969 -15.893 -28.750
H -28.815 -16.124 -30.505
H -30.301 -15.422 -29.849
C -22.476 -25.061 -34.696
O -22.435 -26.453 -34.264
C -21.429 -26.936 -33.497
O -20.411 -26.354 -33.156
O -21.490 -28.306 -33.586
C -20.447 -29.010 -32.918
H -21.907 -24.341 -34.109
H -23.476 -24.649 -34.831
H -22.041 -25.066 -35.695
H -20.711 -30.066 -32.859
H -20.396 -28.711 -31.871
H -19.538 -28.909 -33.511
C -27.681 -24.310 -25.356
O -26.420 -24.624 -24.731
C -26.460 -25.017 -23.461
O -27.425 -25.144 -22.726
O -25.151 -25.388 -23.216
C -24.675 -25.820 -21.925
H -28.497 -24.638 -24.712
H -27.687 -24.639 -26.395
H -27.721 -23.230 -25.499
H -24.874 -25.025 -21.206
H -23.615 -26.042 -21.798
H -25.129 -26.738 -21.551
C -26.480 -20.592 -21.087
O -25.280 -20.748 -20.423
C -25.089 -21.601 -19.395
O -25.986 -22.221 -18.826
O -23.827 -21.594 -19.117
C -23.266 -22.228 -17.896
H -27.228 -19.942 -20.632
H -26.961 -21.530 -21.366
H -26.241 -20.123 -22.042
H -23.050 -23.278 -18.093
H -23.717 -22.115 -16.910
H -22.281 -21.808 -17.692
C -25.989 -8.830 -23.362
O -26.161 -10.027 -22.601
C -25.952 -11.235 -23.085
O -25.929 -11.560 -24.241
O -25.881 -12.060 -22.067
C -25.704 -13.465 -22.148
H -25.143 -9.095 -23.997
H -25.694 -8.003 -22.715
H -26.816 -8.711 -24.061
H -25.910 -13.969 -21.203
H -24.802 -13.761 -22.684
H -26.365 -13.932 -22.878
C -20.223 -22.671 -22.769
O -19.758 -24.023 -22.674
C -19.244 -24.576 -23.713
O -19.186 -24.004 -24.795
O -18.830 -25.829 -23.282
C -17.956 -26.506 -24.162
H -19.406 -22.153 -23.270
H -20.340 -22.270 -21.762
H -21.185 -22.667 -23.282
H -17.415 -25.815 -24.809
H -18.569 -27.137 -24.805
H -17.371 -27.116 -23.474
```

Its LUMO energy is -0.056 Ha. For the total energy, the calculation gives -3722.60684 Eh. Its HOMO energy is -6.2 eV. The relative energy (zero: lowest compared OMol25 entry of this formula, charge and spin) comes out at 770.0 kJ/mol. For the HOMO-LUMO gap, the calculation gives 4.67 eV.



C31H60FI2NO15S6 | the ωB97M-V functional and the def2-TZVPD basis

```
116
Properties=species:S:1:pos:R:3
C -0.717 0.533 -0.916
C 0.231 1.369 -1.785
N -0.478 1.921 -2.982
C -0.852 3.269 -2.727
O -0.082 4.200 -2.672
O -2.199 3.391 -2.472
C -2.963 4.310 -3.239
C -4.348 3.630 -3.315
C -4.951 3.263 -1.982
O -5.946 2.279 -2.261
C -6.880 2.155 -1.223
C -8.124 1.417 -1.740
C -2.897 5.760 -2.664
I -4.753 6.846 -2.736
C -2.235 5.868 -1.273
C -1.643 7.302 -1.131
I -3.492 5.542 0.451
S -2.402 4.347 -5.001
O -1.339 5.268 -5.196
O -2.295 3.023 -5.502
F -3.672 4.985 -5.651
H -0.429 -0.510 -0.916
H -1.737 0.581 -1.287
H -0.727 0.917 0.103
H 0.637 2.175 -1.171
H 1.075 0.770 -2.109
H 0.241 2.019 -3.692
H -4.148 2.681 -3.817
H -5.030 4.168 -3.962
H -4.232 2.831 -1.288
H -5.451 4.113 -1.519
H -7.198 3.122 -0.824
H -6.483 1.590 -0.372
H -8.404 0.584 -1.105
H -8.967 2.106 -1.762
H -7.948 1.117 -2.769
H -2.248 6.329 -3.320
H -1.411 5.183 -1.164
H -0.621 7.246 -0.771
H -1.738 7.878 -2.046
H -2.193 7.853 -0.375
C -3.330 2.931 6.024
C -2.047 2.844 5.186
C -2.185 3.847 4.033
S -3.268 5.152 4.632
O -4.486 5.131 3.860
O -2.514 6.366 4.807
C -3.595 4.419 6.232
H -3.229 2.408 6.975
H -4.160 2.478 5.477
H -1.189 3.111 5.805
H -1.877 1.837 4.809
H -1.233 4.286 3.750
H -2.659 3.400 3.161
H -4.616 4.645 6.531
H -2.891 4.852 6.941
C 3.108 -3.167 -3.836
C 2.336 -4.478 -3.664
C 1.338 -4.276 -2.514
S 0.953 -2.526 -2.490
O 1.451 -1.956 -1.256
O -0.411 -2.318 -2.909
C 2.060 -2.059 -3.817
H 3.681 -3.155 -4.755
H 3.803 -3.035 -3.004
H 1.800 -4.708 -4.587
H 3.005 -5.313 -3.457
H 0.420 -4.840 -2.664
H 1.770 -4.516 -1.545
H 2.473 -1.072 -3.618
H 1.479 -2.044 -4.739
C 7.630 -5.643 -7.396
C 6.849 -6.952 -7.219
C 5.846 -6.737 -6.077
S 5.468 -4.980 -6.070
O 5.956 -4.408 -4.840
O 4.109 -4.778 -6.504
C 6.585 -4.530 -7.393
H 8.211 -5.639 -8.317
H 8.320 -5.507 -6.561
H 6.313 -7.184 -8.141
H 7.509 -7.791 -7.005
H 4.925 -7.293 -6.227
H 6.276 -6.985 -5.109
H 6.998 -3.544 -7.197
H 6.011 -4.521 -8.319
C 2.290 -3.131 3.769
C 2.768 -2.153 2.685
C 3.497 -2.970 1.611
S 2.767 -4.609 1.655
O 3.767 -5.559 2.079
O 2.004 -4.817 0.448
C 1.653 -4.294 3.017
H 1.583 -2.666 4.460
H 3.144 -3.486 4.352
H 1.905 -1.653 2.241
H 3.418 -1.381 3.096
H 3.363 -2.554 0.614
H 4.558 -3.076 1.831
H 1.549 -5.198 3.613
H 0.690 -4.010 2.593
C 0.042 -1.502 9.417
C 1.090 -0.381 9.367
C 1.667 -0.357 7.945
S 0.369 -0.980 6.869
O 0.807 -2.231 6.294
O -0.127 0.086 6.038
C -0.812 -1.331 8.165
H -0.562 -1.451 10.321
H 0.540 -2.474 9.399
H 0.611 0.576 9.586
H 1.876 -0.529 10.105
H 1.936 0.646 7.624
H 2.524 -1.020 7.846
H -1.385 -2.217 7.902
H -1.473 -0.468 8.249
```

Its LUMO energy is 0.006 Ha. For the total energy, the calculation gives -5484.83603 Eh. Its HOMO energy is -8.9 eV. The relative energy (zero: lowest compared OMol25 entry of this formula, charge and spin) comes out at 0.0 kJ/mol. For the HOMO-LUMO gap, the calculation gives 9.04 eV.



C31H60FN4O5P | the ωB97M-V functional and the def2-TZVPD basis

```
102
Properties=species:S:1:pos:R:3
C -0.864 0.225 2.732
C -1.313 -1.244 2.783
P -0.317 -2.472 1.830
C -1.258 -3.933 2.425
C -0.809 -2.498 -0.025
C -2.345 -2.332 -0.259
C -3.149 -1.084 0.154
N -4.252 -1.467 1.055
N -0.580 -3.933 -0.402
C 0.259 -4.069 -1.482
O 0.209 -4.994 -2.263
C 1.253 -2.925 -1.455
C 2.462 -3.504 -0.607
C 2.680 -3.461 0.909
C 2.286 -4.780 1.604
C 2.243 -4.732 3.132
O 3.148 -3.713 3.607
C 3.007 -3.382 4.923
C 1.853 -2.469 5.210
O 3.776 -3.757 5.733
C 1.865 -2.819 -2.885
C 2.740 -1.626 -3.153
O 2.418 -0.588 -3.586
F 4.032 -1.879 -2.916
C 0.226 -1.776 -1.021
C -0.535 -1.380 -2.337
C -1.388 -0.102 -2.333
C -2.625 -0.171 -3.235
C -3.444 1.116 -3.180
N -2.671 2.238 -3.745
C 0.840 -0.429 -0.549
C 2.152 -0.403 0.211
O 3.181 -0.747 -0.313
N 2.090 0.154 1.513
C 1.909 1.612 1.380
C 3.306 -0.129 2.279
H 0.157 0.336 3.111
H -1.518 0.828 3.373
H -0.877 0.648 1.724
H -2.386 -1.343 2.621
H -1.156 -1.596 3.814
H -0.889 -4.852 1.967
H -1.083 -3.995 3.506
H -2.340 -3.844 2.283
H -2.783 -3.148 0.331
H -2.583 -2.569 -1.300
H -3.540 -0.595 -0.741
H -2.525 -0.345 0.657
H -4.803 -2.196 0.612
H -4.881 -0.681 1.189
H -1.415 -4.497 -0.511
H 2.495 -4.569 -0.886
H 3.355 -3.077 -1.064
H 3.762 -3.351 1.045
H 2.227 -2.615 1.421
H 3.047 -5.522 1.331
H 1.329 -5.139 1.213
H 1.234 -4.537 3.508
H 2.576 -5.687 3.556
H 0.911 -3.025 5.171
H 1.970 -2.048 6.212
H 1.792 -1.674 4.464
H 2.446 -3.732 -3.042
H 1.076 -2.822 -3.635
H -1.114 -2.228 -2.729
H 0.224 -1.181 -3.088
H -0.767 0.699 -2.757
H -1.662 0.234 -1.334
H -2.277 -0.310 -4.267
H -3.250 -1.041 -2.987
H -4.370 1.013 -3.756
H -3.721 1.312 -2.132
H -2.144 2.698 -3.012
H -3.297 2.937 -4.130
H 1.071 0.130 -1.464
H 0.094 0.127 0.024
H 2.816 2.082 0.970
H 1.683 2.039 2.360
H 1.083 1.838 0.699
H 3.150 0.229 3.304
H 4.188 0.383 1.870
H 3.497 -1.201 2.314
C -1.572 4.466 -0.916
C -1.381 5.822 -0.244
C -1.772 7.000 -1.135
C -0.962 7.123 -2.427
C 0.548 7.239 -2.228
C 0.966 8.473 -1.435
H -0.944 4.368 -1.805
H -1.309 3.652 -0.237
H -2.614 4.328 -1.218
H -0.341 5.924 0.078
H -1.985 5.858 0.666
H -1.685 7.924 -0.558
H -2.832 6.909 -1.397
H -1.316 8.002 -2.975
H -1.170 6.265 -3.074
H 1.025 7.268 -3.211
H 0.931 6.341 -1.735
H 0.619 9.385 -1.926
H 2.051 8.534 -1.347
H 0.556 8.462 -0.424
```

Its LUMO energy is 0.013 Ha. For the total energy, the calculation gives -2253.63935 Eh. As for the SMILES: CCP(C)[C@]1(CCN)NC(=O)[C@@](CCCCOC(C)=O)(CC(=O)F)[C@]1(CCCCN)CC(=O)N(C)C.CCCCCC. Its HOMO energy is -8.4 eV. The relative energy (zero: lowest compared OMol25 entry of this formula, charge and spin) comes out at 235.9 kJ/mol. For the HOMO-LUMO gap, the calculation gives 8.78 eV.



C31H61BBrFI2N4O6S | the ωB97M-V functional and the def2-TZVPD basis

```
108
Properties=species:S:1:pos:R:3
C 2.989 0.774 5.056
C 3.856 0.215 3.939
O 3.021 -0.096 2.821
B 3.206 -1.218 2.080
O 4.486 -1.658 1.851
C 1.937 -2.051 1.518
N 1.169 -2.588 2.644
C 2.005 -2.939 3.751
C 2.916 -3.990 3.661
C 3.693 -4.296 4.765
C 3.529 -3.556 5.925
C 2.597 -2.530 5.915
N 1.853 -2.223 4.857
C 0.155 -3.606 2.431
C 0.397 -4.680 1.386
F -1.061 -2.973 2.151
C 1.099 -1.117 0.585
S 2.376 -0.423 -0.492
C 0.271 -0.113 1.416
C 0.189 1.376 1.030
C 1.055 2.339 1.874
C 2.306 2.854 1.159
C 2.915 4.144 1.761
C 4.329 4.011 2.369
C 5.274 5.065 1.786
C 6.774 5.009 2.174
C 7.191 4.123 3.351
C 6.901 4.797 4.689
O 7.121 3.973 5.815
C 6.102 3.027 6.025
O 0.169 -2.048 -0.078
C -0.265 -2.070 -1.340
Br -1.825 -3.267 -1.314
I 1.157 -2.970 -2.735
I -0.993 -0.191 -2.138
H 3.429 0.589 6.036
H 2.022 0.266 5.032
H 2.803 1.839 4.910
H 4.414 -0.667 4.260
H 4.580 0.967 3.610
H 4.530 -2.388 1.229
H 2.347 -2.837 0.863
H 3.028 -4.555 2.745
H 4.418 -5.098 4.711
H 4.110 -3.775 6.811
H 2.437 -1.930 6.805
H 0.014 -4.090 3.401
H 0.829 -4.313 0.460
H -0.570 -5.120 1.135
H 1.010 -5.481 1.806
H 1.661 0.505 -1.132
H -0.739 -0.526 1.428
H 0.620 -0.183 2.446
H 0.414 1.560 -0.020
H -0.855 1.673 1.158
H 1.335 1.858 2.813
H 0.442 3.214 2.113
H 2.055 3.046 0.110
H 3.077 2.079 1.142
H 2.229 4.553 2.507
H 2.975 4.887 0.960
H 4.271 4.123 3.456
H 4.735 3.015 2.169
H 4.890 6.064 2.013
H 5.208 4.962 0.699
H 7.103 6.021 2.435
H 7.355 4.721 1.297
H 6.764 3.121 3.293
H 8.277 3.999 3.299
H 7.593 5.634 4.805
H 5.882 5.208 4.718
H 6.164 2.192 5.319
H 5.112 3.491 5.946
H 6.219 2.641 7.039
C -6.966 -0.198 -1.951
C -5.533 0.274 -2.182
C -5.412 1.525 -3.061
O -5.615 1.303 -4.438
C -6.966 1.214 -4.852
N -4.739 -0.844 -2.694
H -7.349 -0.744 -2.814
H -6.999 -0.875 -1.099
H -7.636 0.640 -1.749
H -5.118 0.550 -1.206
H -4.385 1.893 -2.979
H -6.078 2.322 -2.700
H -7.595 1.917 -4.293
H -7.354 0.202 -4.751
H -6.998 1.472 -5.908
H -3.760 -0.572 -2.725
H -5.001 -0.983 -3.667
C -7.249 -0.915 -8.803
C -6.196 -1.648 -7.978
C -5.913 -3.080 -8.445
O -6.911 -4.026 -8.120
C -8.039 -4.044 -8.970
N -6.569 -1.578 -6.563
H -8.258 -1.220 -8.527
H -7.178 0.158 -8.627
H -7.116 -1.093 -9.872
H -5.253 -1.104 -8.092
H -5.013 -3.430 -7.934
H -5.710 -3.104 -9.525
H -7.756 -3.846 -10.009
H -8.799 -3.321 -8.664
H -8.473 -5.042 -8.909
H -5.809 -1.944 -5.997
H -7.336 -2.229 -6.410
```

Its LUMO energy is -0.023 Ha. For the total energy, the calculation gives -5580.54714 Eh. Its HOMO energy is -8.8 eV. For the HOMO-LUMO gap, the calculation gives 8.20 eV.